Record 1
{
  "formula": "C15H25N5O5Pt",
  "method": "the ωB97M-V functional and the def2-TZVPD basis",
  "elements": ["O", "H", "Pt", "N", "N", "O", "O", "C", "C", "C", "C", "H", "H", "H", "H", "H", "H", "H", "H", "O", "H", "H", "C", "H", "H", "H", "O", "H", "H", "N", "C", "C", "C", "C", "C", "N", "C", "C", "C", "C", "C", "N", "H", "H", "H", "H", "H", "H", "H", "H", "H"],
  "positions_angstrom": [[1.58207, 4.15504, -0.83185], [1.41808, 5.04093, -0.43916], [-0.13168, 0.35673, -0.38697], [-1.22937, -0.40221, -1.88323], [1.15501, -0.76560, -1.42067], [-2.43475, 0.24725, -2.21760], [2.39219, -1.16474, -0.96972], [-0.69784, -1.36450, -2.64434], [0.69226, -1.50582, -2.43068], [-1.52833, -2.22027, -3.52680], [1.54007, -2.62908, -2.85094], [-2.40145, -1.64564, -3.85254], [-1.90927, -3.12449, -3.03268], [-1.02169, -2.60521, -4.42344], [1.43302, -3.47848, -2.16560], [2.59846, -2.37993, -2.93165], [1.22742, -3.00341, -3.82680], [-3.12816, -0.45455, -2.02996], [2.68894, -0.36882, -0.46955], [0.16546, -3.38852, 0.37324], [-0.76089, -3.52550, 0.09757], [0.43608, -4.21095, 0.82792], [2.95033, 3.99701, -1.00477], [3.65416, 4.05594, -0.13908], [3.35143, 4.53259, -1.87271], [2.94216, 2.95376, -1.34254], [-0.54588, 1.94509, -1.68421], [-1.48513, 2.24695, -1.72872], [-0.01299, 2.77414, -1.64909], [-1.37591, -1.03070, 1.93733], [0.03738, -1.12763, 2.07490], [0.67479, -1.90648, 3.04588], [1.99532, -1.56816, 3.37299], [2.65623, -0.52372, 2.70437], [2.02569, 0.08433, 1.63306], [0.78431, -0.33044, 1.30712], [-2.02030, 0.23732, 1.84329], [-3.16686, 0.55444, 2.57962], [-3.51923, 1.90872, 2.60693], [-2.74789, 2.87297, 1.93488], [-1.65429, 2.47313, 1.17644], [-1.41474, 1.13918, 1.04786], [-1.88646, -1.69753, 2.52170], [0.09482, -2.75120, 3.45218], [2.51589, -2.14167, 4.14173], [3.63456, -0.16880, 3.01019], [2.42943, 0.90138, 1.04002], [-3.66787, -0.28201, 3.09397], [-4.40445, 2.19166, 3.16302], [-2.97788, 3.93276, 2.06502], [-0.95224, 3.16471, 0.70407]],
  "lowdin_charge": [-0.1328, 0.1060, 1.2643, -0.2559, -0.2164, -0.0871, -0.0610, -0.3171, -0.3118, -0.0345, -0.0403, 0.0706, 0.0817, 0.0800, 0.0841, 0.0812, 0.0737, 0.1229, 0.0747, -0.0526, 0.0575, 0.0595, -0.1866, 0.0934, 0.0795, 0.0764, -0.2032, 0.0817, 0.0538, 0.1031, -0.3098, -0.0113, -0.0539, -0.0652, -0.1338, -0.0805, -0.3389, -0.0704, -0.1590, -0.1224, -0.1852, -0.1368, 0.1353, 0.1210, 0.1077, 0.1022, 0.1081, 0.0979, 0.0773, 0.0915, 0.0812],
  "mol_weight_g_mol": 550.473,
  "largest_force_ha_per_bohr": 0.1238,
  "total_charge": 0,
  "s_squared": 2.034,
  "relative_energy_ev": 0.483,
  "homo_ev": [-3.77, -6.26],
  "orbital_gap_ev": [4.079, 6.541],
  "multiplicity": 3
}

=====

Record 2
{
  "formula": "C2H2ClO4P",
  "method": "the ωB97M-V functional and the def2-TZVPD basis",
  "elements": ["O", "C", "O", "P", "O", "O", "C", "Cl", "H", "H"],
  "positions_angstrom": [[1.63479, 2.76168, -0.79564], [0.88213, 1.79867, -0.48074], [1.13287, 0.54708, -0.46981], [-0.53889, -0.29507, 0.23530], [-0.47025, 0.19201, 1.60384], [-1.48475, 0.30243, -0.82088], [-0.15971, -1.97849, -0.10406], [0.24882, -2.79975, 1.48438], [-0.11547, 2.11472, -0.41708], [-1.12954, -2.64329, -0.23531]],
  "lowdin_charge": [-0.1235, -0.5474, -0.1346, 0.2548, -0.4060, -0.4621, -0.7791, 0.1741, 0.0699, -0.0461],
  "smiles": "O=COP([O-])([O-])=CCl",
  "mol_weight_g_mol": 156.461,
  "largest_force_ha_per_bohr": 0.0806,
  "total_charge": -2,
  "relative_energy_ev": 1.822,
  "homo_ev": 0.53,
  "orbital_gap_ev": 5.684
}

=====

Record 3
{
  "formula": "C23H30BrIMoN2O7P2Si",
  "method": "the ωB97M-V functional and the def2-TZVPD basis",
  "elements": ["Mo", "C", "Si", "C", "C", "N", "C", "C", "C", "C", "C", "C", "O", "C", "C", "C", "C", "C", "C", "H", "H", "H", "H", "H", "H", "H", "H", "H", "H", "H", "H", "H", "H", "H", "H", "H", "H", "N", "C", "C", "P", "O", "O", "O", "P", "O", "O", "O", "H", "H", "H", "H", "H", "H", "H", "H", "Br", "C", "C", "C", "C", "C", "C", "I", "H", "H", "H", "H"],
  "positions_angstrom": [[-0.76027, 0.47845, -1.18051], [-4.20453, -1.53605, -2.92147], [-3.53119, -1.06740, -1.19830], [-3.74785, -2.06975, 0.41473], [-4.20155, 0.67420, -0.82101], [-1.68856, -1.09943, -1.43582], [-1.14596, -2.35187, -1.66436], [-1.79481, -3.57962, -1.80790], [-1.06892, -4.73239, -2.04167], [0.30966, -4.69149, -2.17194], [0.98750, -3.48900, -2.04735], [0.25988, -2.34453, -1.76581], [0.76875, -1.07242, -1.56627], [2.16371, -0.93705, -1.56447], [2.75470, -0.11439, -2.51177], [4.13567, -0.00471, -2.53191], [4.90480, -0.70691, -1.61689], [4.30097, -1.50663, -0.65817], [2.92297, -1.62772, -0.62731], [-5.23954, -1.21878, -3.00598], [-4.17547, -2.59653, -3.15372], [-3.64035, -1.01908, -3.70172], [-4.78234, -2.03336, 0.74160], [-3.14716, -1.62821, 1.21215], [-3.46786, -3.11677, 0.34249], [-5.27296, 0.56398, -0.68841], [-4.05664, 1.38137, -1.63556], [-3.81539, 1.11584, 0.09721], [-2.86529, -3.64311, -1.73797], [-1.58977, -5.67174, -2.13479], [0.85699, -5.59515, -2.38159], [2.05733, -3.46266, -2.17526], [2.13348, 0.40639, -3.23115], [4.60859, 0.61390, -3.27604], [5.97859, -0.63930, -1.65819], [4.89586, -2.05458, 0.05582], [2.43194, -2.27056, 0.08940], [0.24755, 4.98080, 0.77262], [0.07541, 3.96929, -0.30073], [-0.09219, 4.65747, -1.63693], [1.45991, 2.74822, -0.39404], [1.69398, 2.50196, 1.18576], [2.64752, 3.20417, -1.09621], [0.76252, 1.47094, -0.91825], [-1.51419, 3.10768, 0.14746], [-1.08318, 2.13008, 1.35950], [-2.44828, 4.14552, 0.58157], [-1.80225, 2.15596, -1.01801], [0.88028, 5.74791, 0.50331], [0.60522, 4.53495, 1.63077], [-0.70990, 5.35396, 0.95249], [0.82676, 5.16889, -1.92485], [-0.92118, 5.36540, -1.60988], [-0.31230, 3.91058, -2.40452], [2.61594, 2.29211, 1.35880], [-1.64449, 2.21498, 2.14220], [-1.60255, 0.45406, 4.33762], [0.17330, -0.15627, 4.59767], [0.73556, -0.07226, 5.86231], [2.02959, -0.51583, 6.07458], [2.77792, -1.00016, 5.01330], [2.22291, -1.08198, 3.74534], [0.90805, -0.68909, 3.54593], [-0.01734, -1.02509, 1.62343], [0.15536, 0.33712, 6.67341], [2.45610, -0.46830, 7.06528], [3.79449, -1.32746, 5.16807], [2.80455, -1.46856, 2.92193]],
  "lowdin_charge": [1.6856, -0.1367, 0.5773, -0.1406, -0.1722, -0.2589, -0.2898, -0.0187, -0.0300, -0.0153, 0.0292, -0.2039, -0.2141, -0.2932, -0.0062, -0.0379, -0.0470, -0.0453, -0.0516, 0.0446, 0.0305, 0.0491, 0.0473, 0.0015, 0.0313, 0.0549, 0.0356, 0.0212, 0.0884, 0.1249, 0.1269, 0.1308, 0.1285, 0.1213, 0.1170, 0.1174, 0.0917, 0.2066, -0.5185, -0.0549, 0.4022, -0.1246, -0.2043, -0.4903, 0.3582, -0.2355, -0.2171, -0.4399, 0.1921, 0.1669, 0.1637, 0.1025, 0.1067, 0.0988, 0.1038, 0.0415, 0.7748, -0.7114, -0.1073, -0.0468, -0.0575, -0.1382, -0.6229, 1.1131, 0.1112, 0.1216, 0.1177, 0.0941],
  "mol_weight_g_mol": 839.282,
  "largest_force_ha_per_bohr": 0.0455,
  "total_charge": 2,
  "s_squared": 2.117,
  "relative_energy_ev": 2.369,
  "homo_ev": [-13.93, -14.03],
  "orbital_gap_ev": [6.398, 6.867],
  "multiplicity": 3
}